Record 1
Density functional theory data (ωB97M-V/def2-TZVPD) for C6H8O6S in the gas phase in a non-equilibrium geometry.

The calculation puts the HOMO energy at -9.50 eV. The calculation puts the energy relative to the best compared isomer or geometry (same formula, charge and spin) at 36.7 kJ/mol. The calculation puts the LUMO energy at 0.18 eV. Its total charge is 0. As for the SMILES: O=C1O[C@H]([C@@H](O)CO)C(OS)=C1O.

Element x y z (Å)
C: 0.81104 -1.77285 -0.17737
C: -0.00352 -0.90838 -0.75488
C: 1.81897 -0.91469 0.50537
C: 0.34329 0.52607 -0.39603
C: -0.30741 2.41141 1.12151
C: -0.80756 1.06594 0.61110
O: 2.86025 -1.33023 0.97660
O: 1.54514 0.34716 0.41385
O: 0.96194 -3.06100 -0.27121
O: -0.07013 3.28556 0.03008
O: -0.89332 0.11843 1.57047
O: -1.43176 -1.26557 -1.40152
S: -1.40501 -1.92042 -2.88290
H: 0.56062 1.08851 -1.35992
H: -1.15389 2.86903 1.85538
H: 0.54588 2.46186 1.76253
H: -1.78093 1.11025 -0.03172
H: 1.70178 -3.23587 0.36079
H: -0.79779 3.08699 -0.60104
H: -1.26102 -0.67882 1.19290
H: -1.23658 -3.28338 -2.52398


Record 2
Density functional theory data (ωB97M-V/def2-TZVPD) for a 2-piece molecular cluster, C10H16 overall in a non-equilibrium geometry.

The calculation puts the HOMO energy at -9.00 eV. The calculation puts the energy relative to the best compared isomer or geometry (same formula, charge and spin) at 44.3 kJ/mol. The calculation puts the LUMO energy at 1.01 eV. Its total charge is 0. As for the SMILES: Cc1ccccc1.CCC.

Element x y z (Å)
C: -0.77814 -1.75411 2.81656
C: -0.73590 -1.09027 0.32223
C: -1.26441 -1.01592 1.60558
C: -1.39936 -0.50770 -0.75624
C: -2.44319 -0.26788 1.80112
C: -2.61681 0.14922 -0.56178
C: -3.05193 0.37105 0.72497
H: 0.14817 -1.69499 0.15563
H: -0.96041 -0.54940 -1.74441
H: -1.38301 -2.63352 3.06384
H: -0.84582 -1.14226 3.71731
H: -2.80039 -0.19713 2.81905
H: -3.22257 0.44795 -1.40400
H: -3.97040 0.90716 0.93341
H: 0.24924 -2.10544 2.73413
C: 1.76153 1.16760 -1.14830
C: 3.09962 0.69713 -0.55238
C: 1.79491 1.12390 -2.66460
H: 0.91052 0.63304 -0.73562
H: 1.70334 2.19719 -0.78862
H: 3.26657 -0.37696 -0.53805
H: 0.89013 1.61016 -3.04803
H: 2.60080 1.75680 -3.03565
H: 3.19545 0.94436 0.51172
H: 3.91874 1.17519 -1.08840
H: 1.93331 0.15483 -3.13948


Record 3
Density functional theory data (ωB97M-V/def2-TZVPD) for C3H9NS as an isolated structure in a non-equilibrium geometry.

The calculation puts the HOMO energy at -7.26 eV. The calculation puts the energy relative to the best compared isomer or geometry (same formula, charge and spin) at 198.2 kJ/mol. The calculation puts the LUMO energy at 0.63 eV. Its total charge is 0.

Element x y z (Å)
C: 1.15520 -2.43272 0.44639
S: 0.00587 -1.47478 -0.68027
H: 1.41587 -3.39101 -0.00160
H: 0.62865 -2.70986 1.36000
H: 1.98851 -1.78806 0.69621
C: 0.00660 2.09636 -0.73218
C: -1.39490 0.30962 0.16847
N: -0.53930 1.28598 0.33312
H: 0.08435 3.11518 -0.34963
H: 0.97239 1.70298 -1.06245
H: -0.59785 2.07021 -1.64038
H: -1.95108 0.16779 -0.74507
H: -1.67011 -0.35122 0.97787
H: -0.10420 1.39951 1.22951


Record 4
Density functional theory data (ωB97M-V/def2-TZVPD) for C4H11AsF6KNO as an isolated structure in a non-equilibrium geometry.

The calculation puts the HOMO energy at -10.47 eV. The calculation puts the LUMO energy at -2.40 eV. Its total charge is 0.

Element x y z (Å)
K: -0.10210 -2.21673 1.91881
As: -1.63321 -8.14206 -1.84713
F: -0.20588 -8.51344 -2.98330
F: -1.94216 -6.74833 -2.86279
F: -2.99565 -7.55508 -0.76240
F: -1.16380 -9.44446 -0.75624
F: -0.56415 -7.04097 -0.94337
F: -2.73366 -9.13162 -2.78063
C: 2.36482 4.75772 1.18382
C: 1.27232 3.72848 1.41525
C: 0.24480 3.56129 0.22050
O: -0.80346 2.66853 0.63114
C: -1.71520 2.47456 -0.47826
N: 1.93380 2.48822 1.76663
H: 1.84261 5.71350 1.22711
H: 2.77934 4.47372 0.21655
H: 2.95458 4.82727 2.09785
H: 0.65160 4.13178 2.21536
H: 0.82707 3.17968 -0.61822
H: -0.07485 4.52718 -0.17064
H: -1.36634 1.98241 -1.38611
H: -2.11667 3.43267 -0.80833
H: -2.48776 1.81064 -0.09036
H: 2.56397 2.44116 0.97874
H: 2.46997 2.59388 2.61602


Record 5
Density functional theory data (ωB97M-V/def2-TZVPD) for C5H17O5 as an isolated structure in a non-equilibrium geometry.

The calculation puts the HOMO energy at -4.50 eV. The calculation puts the energy relative to the best compared isomer or geometry (same formula, charge and spin) at 170.2 kJ/mol. The calculation puts the LUMO energy at 3.54 eV. Its total charge is -1.

Element x y z (Å)
C: -0.20438 0.28915 1.39858
O: -1.47675 0.67625 1.61862
C: 0.38057 0.08506 0.03929
C: 1.57963 0.87995 -0.40650
C: 2.73896 0.42104 0.45258
C: 2.74854 -0.64586 1.22556
H: -0.09000 -0.68347 1.94699
H: 0.36160 1.11259 1.98243
H: 0.54623 -1.05065 -0.06214
H: -0.41979 0.13570 -0.69595
H: 1.44875 1.91349 -0.23820
H: 1.80054 0.84508 -1.49079
H: 3.84633 0.95658 0.35143
H: 2.05792 -1.37067 1.58501
H: 3.72672 -1.01623 1.59661
H: -2.13578 -0.89003 -1.74524
H: -1.29661 0.03212 -2.17099
O: -1.55815 -0.79063 -2.44545
H: -2.01431 2.78166 0.92133
H: -2.43100 1.76273 -0.11431
O: -2.27477 2.81007 -0.00769
H: 0.22585 -2.21707 -1.79237
H: 0.57961 -3.23247 -0.66155
O: 0.67911 -3.03282 -1.60388
H: -2.23556 0.28795 0.71858
H: -3.77167 -0.14275 -0.11149
O: -2.81160 0.08324 -0.29049


Record 6
Density functional theory data (ωB97M-V/def2-TZVPD) for an isolated ion of composition C8H10FN4OS and charge +1 in a non-equilibrium geometry.

The calculation puts the HOMO energy at -11.73 eV. The calculation puts the energy relative to the best compared isomer or geometry (same formula, charge and spin) at 0.0 kJ/mol. The calculation puts the LUMO energy at -4.53 eV. Its total charge is +1.

Element x y z (Å)
C: 0.65345 -2.19271 0.47733
C: -0.69025 -2.08157 0.27066
C: -1.42979 -0.81923 -0.00703
C: -2.83528 1.32650 1.40434
C: -1.76467 1.67738 0.39776
C: -2.68041 1.53900 -0.86096
C: 2.70783 -1.11365 -0.02788
C: 4.41260 0.39882 -0.88205
N: 1.46567 -1.09509 0.26300
N: -2.51956 -0.88437 -0.64422
N: -3.23335 0.20428 -1.00087
N: -0.74255 0.68902 0.04841
O: 3.16270 0.11187 -0.17659
F: -1.49012 -3.05726 0.43585
S: -4.21307 1.21079 0.06893
H: 1.15711 -3.24451 0.58523
H: -2.78236 0.27598 1.92053
H: -3.06008 2.12578 2.13217
H: -1.24755 2.60185 0.34928
H: -2.46598 2.18858 -1.66235
H: 3.26972 -1.99692 -0.48356
H: 5.17496 -0.13631 -0.32999
H: 4.58149 1.42769 -0.75259
H: 4.38303 0.17010 -1.93871
H: 0.18648 0.67401 0.41334


Record 7
Density functional theory data (ωB97M-V/def2-TZVPD) for C42H42BrCrNO2SSb2Si as an isolated structure in a non-equilibrium geometry.

The calculation puts the HOMO energy (alpha / beta) at -10.66 / -10.66 eV. The calculation puts the energy relative to the best compared isomer or geometry (same formula, charge and spin) at 0.0 kJ/mol. The calculation puts the LUMO energy (alpha / beta) at -3.28 / -3.03 eV. As for the expectation value of S²: 3.81. Its total charge is +1. Its spin multiplicity is 4.

Element x y z (Å)
Cr: 0.41924 -0.24169 1.49336
C: -0.85682 0.88406 -2.75747
C: -0.70701 2.34906 -2.60850
C: 0.58633 2.72606 -1.95684
Sb: 0.72347 4.32810 -0.54130
C: -0.78312 5.51537 -1.46400
C: -1.67353 6.22309 -0.62882
C: -2.44881 7.25554 -1.12586
C: -2.30583 7.57663 -2.48644
C: -1.43986 6.89874 -3.33772
C: -0.72705 5.90327 -2.80246
C: -0.52783 3.17785 0.88595
C: -1.86337 3.02716 0.55339
C: -2.67525 2.22597 1.31317
C: -2.19771 1.57968 2.44899
C: -0.78578 1.70274 2.73965
C: 0.02292 2.48542 1.92523
Sb: -0.95921 -0.25573 -0.91616
C: -0.55239 -2.13682 -1.84634
C: 0.73815 -2.28384 -2.39153
C: 1.17856 -3.51929 -2.84993
C: 0.25979 -4.59781 -2.87691
C: -1.05824 -4.45258 -2.51314
C: -1.48134 -3.16848 -2.03172
C: -3.00375 -0.34959 -0.47042
C: -3.35013 -1.00708 0.71625
C: -4.64272 -1.07934 1.11742
C: -5.70511 -0.58967 0.29307
C: -5.37652 0.09369 -0.89313
C: -4.01379 0.12433 -1.27120
H: -0.07976 0.30742 -3.28912
H: -1.73065 0.63839 -3.29949
H: -1.57627 2.79749 -2.07786
H: -0.76682 2.84204 -3.57536
H: 1.28830 3.00633 -2.76785
H: 1.12520 1.85735 -1.42123
H: -1.65821 6.03844 0.40466
H: -3.05436 7.75122 -0.33922
H: -2.91015 8.38912 -3.01803
H: -1.20333 7.20889 -4.33179
H: 0.13623 5.50738 -3.42175
H: -2.18634 3.35390 -0.41627
H: -3.70413 2.02646 1.02118
H: -2.86294 0.85453 3.03509
H: -0.47289 1.28288 3.65457
H: 1.06659 2.67666 2.15821
H: 1.42363 -1.45836 -2.46908
H: 2.21034 -3.73465 -3.16980
H: 0.57719 -5.55606 -3.16337
H: -1.79206 -5.20389 -2.67766
H: -2.49047 -3.05161 -1.63385
H: -2.54210 -1.43848 1.32461
H: -5.01252 -1.53539 2.06845
H: -6.72604 -0.71652 0.54239
H: -6.13063 0.32745 -1.65241
H: -3.81344 0.61780 -2.23778
C: 3.66076 -0.23874 -2.75003
Si: 4.62923 -1.26036 -1.56610
C: 5.67060 -0.08059 -0.60761
C: 5.52654 -2.58424 -2.57391
C: 3.38370 -2.13866 -0.36342
C: 3.20194 -3.50824 -0.25141
C: 2.04333 -4.02970 0.31911
C: 1.15389 -3.16955 0.92337
N: 1.35331 -1.84542 0.89181
C: 2.39507 -1.31182 0.18981
S: 2.36544 0.42518 0.36978
H: 4.35170 0.22405 -3.43030
H: 2.95189 0.48335 -2.33759
H: 3.06709 -0.86846 -3.46677
H: 6.42829 0.29322 -1.27456
H: 6.13418 -0.62166 0.21043
H: 4.99568 0.78914 -0.25674
H: 6.28654 -2.22133 -3.29432
H: 4.75398 -2.99065 -3.19250
H: 6.08291 -3.34836 -1.99375
H: 3.88306 -4.25438 -0.65444
H: 1.81975 -5.05671 0.46380
H: 0.19424 -3.49107 1.40340
Br: -2.40121 -3.34447 4.14610
C: -0.93347 -2.86011 5.26390
C: -0.86883 -3.58025 6.46696
C: 0.22458 -3.36074 7.31028
C: 1.24263 -2.48009 6.94487
C: 1.12981 -1.78518 5.75298
C: 0.05301 -2.00514 4.88856
C: 0.14881 -1.30542 3.57370
O: -0.75319 -1.37408 2.62247
O: 1.10736 -0.55461 3.33640
H: -1.64210 -4.32027 6.70491
H: 0.42951 -3.94188 8.21266
H: 2.13008 -2.33330 7.61819
H: 1.89225 -1.13310 5.43617


Record 8
Density functional theory data (ωB97M-V/def2-TZVPD) for C2H5NO in the gas phase in a non-equilibrium geometry.

The calculation puts the HOMO energy at -9.91 eV. The calculation puts the energy relative to the best compared isomer or geometry (same formula, charge and spin) at 188.2 kJ/mol. The calculation puts the LUMO energy at 0.90 eV. Its total charge is 0. As for the SMILES: CNC=O.

Element x y z (Å)
C: -0.63619 -0.94062 -0.94024
C: 0.60856 0.62778 0.76370
N: -0.50534 0.28666 -0.15715
O: -1.35211 -1.51099 -1.85099
H: -1.30966 0.87581 -0.08489
H: 0.34398 -1.48444 -0.57936
H: 0.82041 1.63569 0.79619
H: 0.47325 0.14878 1.76577
H: 1.55710 0.36133 0.28698